No. 1
43
Properties=species:S:1:pos:R:3:forces:R:3:lowdin_charge:R:1 method="wB97M-V/def2-TZVPD" total_charge=-2 gap_ev=3.979 e_tot_ha=-3195.75312 e_lumo_ev=4.177 largest_force_ev_per_a=1.854 homo_ev=0.20
C -0.755180 0.904592 -1.989052 1.1 -0.6 -0.3 -0.3519
C -0.913147 -0.519974 -2.214598 1.3 1.0 -0.8 -0.3358
C 0.403760 -1.101335 -2.230958 -0.9 1.1 0.1 -0.2825
C -2.155850 -1.200796 -2.636533 -0.6 -0.7 0.3 -0.0995
C 1.363805 -0.062658 -2.023763 -1.3 0.4 0.7 -0.2517
C 0.665080 1.163911 -1.833794 -0.9 -0.9 -1.0 -0.2910
C 1.292977 2.506919 -1.722092 0.2 0.4 0.5 -0.0529
C -1.817432 1.947634 -2.066962 -0.4 0.3 0.1 -0.0703
C 0.706822 -2.517780 -2.550854 0.1 -0.6 0.3 -0.0522
C 2.838501 -0.218571 -1.979912 0.5 -0.1 0.3 -0.0428
Ti -0.395848 -0.066614 -0.016314 1.0 -0.3 1.4 0.4073
Cl -2.562401 -3.360743 -0.093301 0.0 -0.4 -0.2 -0.5556
Cl -2.522337 -0.000296 0.682014 0.2 0.1 -0.6 0.0854
Cl 0.795103 -1.782531 0.900868 0.1 0.3 -0.9 0.0119
H -3.029101 -0.561030 -2.471234 0.1 -0.1 -0.1 0.0696
H -2.304650 -2.107801 -2.015344 -0.1 0.3 -0.2 -0.0612
H -2.125405 -1.513560 -3.693360 0.1 0.2 0.2 0.0817
H -0.080933 -3.179124 -2.156558 0.2 0.2 -0.1 0.0719
H 1.662269 -2.829231 -2.100269 -0.3 0.1 -0.1 0.0690
H 0.778917 -2.678742 -3.641299 0.0 0.1 0.3 0.0836
H 3.140527 -1.122318 -1.433137 -0.1 0.2 -0.1 0.0752
H 3.308920 0.636970 -1.479018 -0.1 -0.2 -0.1 0.0705
H 3.258568 -0.276213 -2.990785 0.0 0.0 0.0 0.0813
H 2.212621 2.454859 -1.122412 -0.2 0.1 -0.1 0.0725
H 0.618427 3.223477 -1.234752 0.2 -0.2 -0.1 0.0719
H 1.562277 2.921783 -2.707217 -0.1 -0.2 0.2 0.0844
H -2.764718 1.577522 -1.647504 0.3 0.2 -0.1 0.0491
H -2.000354 2.268477 -3.107396 0.1 -0.1 0.2 0.0810
H -1.520983 2.841072 -1.494887 -0.2 -0.3 -0.1 0.0754
O 0.196173 1.346718 0.930113 0.4 0.4 0.0 -0.3617
H 0.627463 1.862095 1.630801 -0.4 -0.7 -0.4 0.0518
Te -0.836776 -1.146798 3.855071 -0.4 -0.4 -0.2 0.5431
C 0.252529 0.180905 4.986617 -0.1 0.0 -0.2 -0.8030
C -0.462926 1.241469 5.591498 1.1 -0.2 0.7 -0.2154
C 0.035859 1.749597 6.795528 0.0 0.1 -0.5 -0.1506
C 1.264741 1.306573 7.308838 0.1 0.0 -0.1 -0.1685
C 2.058115 0.428100 6.552903 0.0 0.1 -0.5 -0.1508
C 1.594779 -0.102426 5.342937 -0.8 0.8 0.8 -0.1935
H -1.401714 1.538079 5.119693 0.2 -0.1 0.5 0.0651
H -0.529694 2.502390 7.337520 0.0 0.0 0.1 0.0737
H 1.626488 1.685038 8.267862 -0.1 -0.1 -0.3 0.0677
H 3.051722 0.164847 6.909840 0.0 0.0 0.0 0.0742
H 2.148905 -0.776885 4.689102 0.0 0.0 0.5 0.0737


No. 2
14
Properties=species:S:1:pos:R:3:forces:R:3:lowdin_charge:R:1 method="wB97M-V/def2-TZVPD" gap_ev="6.752 / 9.149" e_tot_ha=-270.41262 e_lumo_ev="0.200 / 0.834" largest_force_ev_per_a=1.903 homo_ev="-6.55 / -8.32"
O 2.059693 -0.309570 -0.420134 1.2 -0.5 -0.9 0.0436
C 0.986395 0.110067 0.257060 -0.3 -0.6 1.8 -0.3400
C 0.378344 1.395379 -0.161097 0.2 0.0 -0.4 -0.1776
C -1.049768 0.974323 -0.374280 -0.4 -0.9 1.1 -0.0329
C -1.120383 -0.579294 -0.381337 -0.8 0.3 -0.5 -0.2095
C -0.057579 -0.945450 0.639193 0.7 0.8 -0.1 -0.1509
H 2.161681 -1.266692 -0.321872 0.0 0.3 0.0 0.1077
H -0.405652 -0.769034 1.666838 0.0 -0.1 -0.2 0.1165
H 0.951524 1.732522 -1.033572 -0.3 0.1 0.0 0.1219
H 0.424775 2.180388 0.599974 0.1 0.0 -0.1 0.1119
H -1.694134 1.365836 0.425636 -0.2 0.2 -0.6 0.0867
H -0.875955 -0.993574 -1.372724 0.0 0.1 0.2 0.1136
H -2.117713 -0.934992 -0.106863 0.1 0.1 -0.1 0.0984
H 0.358771 -1.959908 0.583178 -0.2 0.1 -0.1 0.1106


No. 3
52
Properties=species:S:1:pos:R:3:forces:R:3:lowdin_charge:R:1 method="wB97M-V/def2-TZVPD" gap_ev=9.208 e_tot_ha=-1932.81556 e_lumo_ev=0.572 largest_force_ev_per_a=0.770 homo_ev=-8.64 smiles="COc1cc(S(=O)(=O)NC2CC(C)(C)NC(C)(C)C2)c(OC)cc1Cl"
C 2.484946 1.884718 -4.525840 -0.1 0.2 -0.1 -0.0655
O 2.857500 0.653150 -3.946662 0.0 -0.3 0.1 -0.1053
C 2.049817 0.114773 -3.009997 -0.2 -0.1 0.2 -0.2924
C 0.869576 0.680041 -2.543315 0.3 0.1 -0.3 0.0129
C 0.103884 0.043914 -1.583405 -0.5 0.0 0.3 -0.1707
S -1.396861 0.903829 -1.096311 0.2 0.3 0.0 0.6867
O -1.629944 1.944400 -2.056602 0.2 0.2 0.1 -0.2908
O -2.451092 -0.045052 -0.874082 0.3 -0.1 0.2 -0.2736
N -0.904823 1.655811 0.297664 -0.2 -0.2 -0.7 -0.0781
C -1.004053 0.894048 1.529990 0.0 -0.2 0.4 -0.3582
C 0.023918 1.389920 2.541281 -0.2 -0.3 0.0 -0.0791
C -0.003403 0.542246 3.820976 0.4 0.2 0.1 -0.5573
C 0.779033 1.277786 4.920724 -0.2 -0.1 -0.3 -0.0441
C 0.682059 -0.816822 3.580387 -0.2 0.2 0.0 -0.0225
N -1.373688 0.458936 4.299815 -0.1 0.1 0.2 0.0470
C -2.480512 0.105416 3.423569 -0.4 0.1 0.0 -0.5537
C -3.759466 0.481874 4.187127 0.2 0.0 -0.2 -0.0416
C -2.560834 -1.390088 3.068741 0.0 0.3 0.0 -0.0189
C -2.396832 0.954848 2.147910 0.2 -0.3 0.1 -0.0830
C 0.493820 -1.173403 -1.046822 0.1 -0.1 0.0 -0.2738
O -0.216269 -1.795844 -0.050968 0.3 0.1 0.0 -0.1442
C -1.143337 -2.776131 -0.505516 -0.2 -0.2 -0.1 -0.0509
C 1.676841 -1.753345 -1.505977 -0.2 0.2 0.0 -0.0096
C 2.439276 -1.120942 -2.465797 -0.2 0.2 -0.1 -0.5724
Cl 3.896501 -1.843109 -3.021003 0.2 -0.2 0.0 0.7421
H 2.441376 2.679888 -3.776546 0.0 0.0 0.0 0.1004
H 1.520012 1.810193 -5.034426 0.0 0.0 0.0 0.1014
H 3.263902 2.110138 -5.252016 -0.1 0.0 0.0 0.0970
H 0.493931 1.618259 -2.915750 0.1 0.1 -0.1 0.1063
H -1.266730 2.595583 0.353895 -0.1 0.2 -0.2 0.1191
H -0.776283 -0.129167 1.233119 0.0 -0.1 0.3 0.1075
H 1.020555 1.361591 2.100470 0.1 0.0 0.0 0.1299
H -0.211223 2.424903 2.796996 0.0 0.1 0.0 0.1270
H 0.262747 2.194868 5.190481 -0.1 0.1 0.0 0.0812
H 1.780593 1.523290 4.578160 0.2 0.0 0.0 0.0815
H 0.858638 0.655257 5.808902 0.0 -0.1 0.1 0.0799
H 0.339286 -1.292344 2.667481 0.0 -0.1 -0.1 0.0577
H 1.757535 -0.675949 3.500658 0.1 0.0 0.0 0.0833
H 0.487199 -1.486421 4.416303 0.0 -0.1 0.1 0.0854
H -1.411075 -0.099440 5.145040 0.0 0.0 0.0 0.1253
H -4.628598 0.385051 3.542477 -0.2 -0.1 -0.1 0.0832
H -3.691972 1.507725 4.538926 0.0 0.1 0.0 0.0815
H -3.892067 -0.167800 5.049375 0.0 -0.1 0.1 0.0794
H -1.764583 -1.686718 2.395594 0.1 -0.1 -0.1 0.0534
H -3.509275 -1.600677 2.581033 -0.1 -0.1 -0.1 0.0876
H -2.496360 -1.993476 3.973147 0.0 -0.1 0.1 0.0861
H -3.128780 0.602224 1.420888 -0.1 0.0 0.0 0.1169
H -2.622035 1.994633 2.399010 0.0 0.1 0.0 0.1301
H -1.988134 -2.291831 -1.000705 0.1 -0.1 0.0 0.0815
H -1.487241 -3.296759 0.385989 0.0 0.0 -0.1 0.0917
H -0.660507 -3.484205 -1.184768 0.0 0.0 0.1 0.0957
H 1.999442 -2.697675 -1.096001 0.0 -0.1 0.0 0.1268


No. 4
72
Properties=species:S:1:pos:R:3:forces:R:3:lowdin_charge:R:1 method="wB97M-V/def2-TZVPD" total_charge=+1 gap_ev=7.028 e_tot_ha=-5056.67125 e_lumo_ev=-5.410 largest_force_ev_per_a=4.734 homo_ev=-12.44
N 1.377166 -4.045230 2.826020 0.5 0.3 -1.2 0.1182
C 2.031775 -3.754494 1.592141 1.4 -0.9 -0.4 -0.1217
C 3.274625 -4.521919 1.302831 -0.8 1.7 -2.6 0.0259
C 3.841715 -5.608002 2.248996 0.6 0.0 0.5 -0.5326
O 4.155967 -5.326691 3.364268 -0.6 0.3 -0.4 0.1778
O 4.035021 -6.928480 1.802348 -0.5 1.4 -0.5 -0.5034
Br 5.726833 -7.109354 1.117606 0.0 -0.1 0.0 0.9011
C 3.985921 -4.196987 0.061983 -1.7 0.7 0.8 0.0445
C 3.442505 -3.183269 -0.803529 0.8 -1.4 1.6 -0.0632
N 2.259139 -2.502411 -0.508891 1.6 -1.0 0.1 -0.2478
P 1.769094 -1.265529 -1.709244 -1.9 0.0 -0.2 0.9475
P 2.783231 0.606983 -1.224657 2.1 4.1 0.9 0.3568
O 1.886048 1.580021 -0.543723 0.1 -1.9 -0.7 -0.3245
O 3.340996 1.338756 -2.631581 -1.0 -2.4 1.1 -0.1735
O 4.128749 0.398738 -0.274085 -1.4 0.0 -1.7 -0.1905
C 1.518484 -2.743999 0.644672 0.5 -1.1 0.8 -0.1357
C 0.188060 -1.960326 0.941606 1.0 -0.2 -1.0 -0.1391
P -1.250547 -3.040989 1.454057 -3.3 0.0 2.9 0.5456
O -1.385499 -3.078399 2.938984 0.7 -0.3 -1.7 -0.2963
O -1.224436 -4.559343 0.817346 0.4 1.7 0.3 -0.1425
O -2.675494 -2.322887 0.890433 3.3 -0.5 -0.4 -0.1475
H 0.630650 -4.731670 2.713831 0.0 0.5 0.2 0.0967
H 2.041208 -4.358093 3.535766 -0.2 0.1 -0.3 0.0989
H 4.936874 -4.734928 -0.180436 -1.1 0.7 0.0 0.0910
H 4.019473 -2.931769 -1.727645 -1.0 0.0 1.0 0.1332
H 2.240140 -1.739510 -2.975532 0.6 -0.1 0.8 -0.0326
H 2.837971 0.976617 -3.391379 0.5 0.6 0.2 0.0695
H 4.339695 1.310701 0.027771 0.0 -0.5 0.1 0.0885
H -0.156126 -1.352162 0.061926 0.6 -0.7 0.6 0.0452
H 0.434990 -1.211893 1.750341 -0.6 -1.0 -0.4 0.1420
H -1.568875 -5.160317 1.513353 0.1 0.4 -0.4 0.1040
H -2.434134 -1.378779 0.799361 -0.7 -0.3 -0.1 0.0683
C 1.282439 7.310780 2.915088 0.2 0.0 0.0 -0.1108
C 1.946294 6.396217 1.892288 -0.1 0.1 0.0 -0.2716
C 1.068981 5.215813 1.474690 0.1 -0.1 -0.1 -0.2281
C 0.703633 4.244203 2.599371 -0.1 0.1 0.1 -0.2254
C 1.890907 3.615665 3.329000 -0.1 0.0 0.0 -0.2633
C 2.767779 2.759862 2.423721 0.2 -0.1 0.2 -0.1287
H 1.075763 6.787968 3.851069 0.0 0.0 0.0 0.0659
H 1.935512 8.154931 3.146311 -0.1 0.0 0.0 0.0713
H 0.341993 7.710013 2.527730 0.0 0.0 0.0 0.0766
H 2.904234 6.041562 2.284654 0.0 0.0 0.0 0.0976
H 2.180063 6.985187 1.000166 0.0 -0.1 0.0 0.1051
H 1.573898 4.669619 0.671439 0.0 0.0 0.0 0.0956
H 0.141460 5.600645 1.037310 0.0 0.0 0.0 0.1109
H 0.083689 3.445569 2.176198 0.0 0.0 0.0 0.1064
H 0.072281 4.755726 3.332436 0.0 0.0 0.0 0.1028
H 1.505512 2.985973 4.136954 0.0 0.1 0.0 0.1057
H 2.499276 4.388382 3.807007 0.0 0.0 0.0 0.1017
H 2.186682 1.956521 1.965436 0.0 0.1 -0.1 0.0470
H 3.575019 2.303230 3.003661 0.0 0.0 0.0 0.0710
H 3.226241 3.352311 1.628295 -0.1 0.0 0.0 0.0649
C -2.481209 -1.192491 -2.405880 0.0 -0.2 0.0 -0.1343
C -3.120494 -0.584163 -3.648111 0.1 0.2 0.0 -0.2656
C -4.151986 0.497455 -3.328947 -0.1 0.0 -0.1 -0.2249
C -5.367251 0.023736 -2.527512 0.1 -0.1 0.1 -0.2267
C -6.168303 -1.110754 -3.167319 -0.1 0.1 0.0 -0.2705
C -6.784871 -0.731833 -4.508479 0.0 -0.2 0.0 -0.1096
H -3.217950 -1.700468 -1.781027 0.0 0.0 0.0 0.0581
H -1.725795 -1.930771 -2.692026 0.0 0.0 0.1 0.0591
H -1.989216 -0.420940 -1.803160 0.0 0.0 0.0 0.0650
H -3.569810 -1.375882 -4.253757 0.0 0.0 0.0 0.1032
H -2.331552 -0.138850 -4.262795 -0.1 0.0 0.0 0.1031
H -4.487542 0.949190 -4.266701 0.0 0.0 0.0 0.1041
H -3.661568 1.301288 -2.768578 0.0 0.0 0.0 0.1098
H -6.030045 0.880841 -2.369446 0.0 0.0 0.0 0.1129
H -5.045350 -0.292979 -1.529576 0.0 0.0 0.0 0.0975
H -6.972880 -1.393324 -2.482043 0.1 0.0 0.0 0.1068
H -5.542443 -2.000230 -3.288340 0.0 0.0 0.0 0.0973
H -7.445766 0.131588 -4.403256 0.1 0.0 0.0 0.0780
H -7.377466 -1.561919 -4.898775 0.0 0.1 0.0 0.0721
H -6.021376 -0.494055 -5.252032 0.0 0.0 0.0 0.0656


No. 5
34
Properties=species:S:1:pos:R:3:forces:R:3:lowdin_charge:R:1 method="wB97M-V/def2-TZVPD" total_charge=+1 gap_ev=9.948 e_tot_ha=-652.94237 e_lumo_ev=-3.243 largest_force_ev_per_a=5.811 homo_ev=-13.19
C -2.002036 4.122631 -0.257222 3.9 -0.5 1.4 0.0629
C 2.169295 -3.437351 -0.569806 0.2 -1.0 1.2 0.0134
C -2.361360 -2.303164 0.115219 2.7 -1.3 2.8 0.0581
C 1.434342 1.029712 -1.279592 0.6 1.3 -0.4 0.1112
C -2.099003 3.250661 0.716304 1.3 -1.0 0.1 -0.0864
C 2.734512 -2.259023 -0.619206 0.0 1.0 0.7 -0.1952
C -1.073363 -2.096931 0.435654 0.3 0.1 -0.9 -0.1057
C 1.961939 -0.014703 -1.483247 0.9 -0.9 -0.1 -0.1124
C -0.964200 2.412611 1.330227 -0.9 -1.2 -1.3 -0.2980
C 2.612948 -1.310532 -1.778286 -0.3 1.5 0.3 -0.1692
C -0.333264 -1.025010 -0.414309 -0.8 -2.2 0.1 -0.1434
C -0.056843 0.182350 0.310745 1.0 2.1 5.3 -0.3800
N -0.651389 1.391684 0.211811 -1.0 -0.6 -0.9 0.0877
N 0.651546 0.063031 1.444308 0.1 0.4 -0.6 0.2423
O -1.323573 1.667586 2.469288 -1.5 1.2 -0.1 -0.0112
H -2.804604 4.508121 -0.695330 -3.4 1.5 -1.7 0.0287
H -1.056128 4.510120 -0.621739 0.1 0.0 0.1 0.0872
H 2.258484 -4.163500 0.241598 0.2 0.5 0.0 0.0823
H 1.549193 -3.783300 -1.335266 -0.8 -0.5 -1.4 0.0584
H -2.910067 -3.027450 0.691789 -0.5 -0.2 -0.4 0.0722
H -2.706842 -1.743073 -0.670043 -1.6 1.2 -1.5 0.0390
H -0.079284 2.953650 1.579030 0.7 0.7 -0.2 0.1401
H 0.929960 1.886589 -0.931576 0.8 0.5 -0.6 0.0519
H -3.065454 2.866027 0.876185 -1.2 -0.5 0.8 0.1030
H 3.274137 -1.860579 0.251975 0.1 -0.3 -0.5 0.1208
H -0.379373 -2.760419 1.033776 -1.3 0.9 -0.2 0.1234
H 2.025668 -1.655575 -2.636440 0.8 -0.6 -0.1 0.1414
H 3.621703 -0.939670 -1.963070 0.2 -0.6 -1.0 0.1326
H -0.986101 -0.694952 -1.164565 -0.9 -0.1 -1.6 0.1148
H 0.520959 -1.556667 -0.819755 -0.1 0.6 0.1 0.0745
H -0.777320 1.656838 -0.767470 -1.1 0.2 0.8 0.1378
H -2.192880 2.045854 2.774270 1.2 -0.8 -0.2 0.1361
H 1.147897 -0.806057 1.512461 0.3 -0.1 0.7 0.1218
H 0.930503 0.890490 2.012280 -0.4 -1.4 -0.7 0.1595